C2H4N2S3 | wB97M-V/def2-TZVPD

```
11
C2H4N2S3 (wB97M-V/def2-TZVPD)
C 1.78896 -0.78598 -0.01790
C -0.57438 -0.39883 -0.15176
N 1.38585 0.02763 0.91416
N 0.12679 0.28643 0.85913
S 0.47088 -1.47356 -0.95588
S -1.09193 1.72321 -1.52130
S -2.19562 -1.09388 -0.01759
H 2.71511 -1.27384 -0.29805
H -0.15786 0.86476 1.66900
H 0.29429 2.17416 -1.29840
H -2.76209 -0.05011 0.81859
```

Computed properties:
Frontier orbital gap (spin up / spin down) ... 0.266 / 0.266 Ha
ΔE to the lowest compared entry with this formula, charge and spin ... 3.121 eV
Charge ... 0
Maximum force ... 4.54 eV/A

Results of the natural (NBO) charge analysis, in e, for atoms 1 through 6:
1. C -0.192
2. C -0.143
3. N -0.183
4. N -0.396
5. S 0.428
6. S -0.565